C2H3NO2 | ωB97M-V/def2-TZVPD

Atoms and positions in Å:
O -0.7926 1.8465 -0.0520
C -0.3417 0.9780 -0.7140
N 0.1085 -0.2665 -0.2832
C 0.2645 -0.7834 0.9364
O 1.1819 -1.6242 1.1518
H -0.4258 1.0999 -1.8575
H 0.6230 -0.7943 -1.0340
H -0.6178 -0.4560 1.8524

Calculated values
Gap between HOMO and LUMO = 10.84 eV
HOMO = -10.481 eV
ΔE to the lowest compared entry with this formula, charge and spin = 1.080 eV
Largest force on an atom = 5.58 eV/Å